19
Properties=species:S:1:pos:R:3:mulliken_charge:R:1 method="wB97M-V/def2-TZVPD" smiles=C[C@H](O)CNCN homo_energy_ev=-9.16 energy_ha=-344.2626 charge=0 homo_lumo_gap_ev=10.025
C -0.7384 0.0180 -0.1510 -0.6324
C -0.0896 -1.2440 -0.6162 0.2810
C -0.4270 -1.3457 -2.2209 -1.2805
O -0.6235 -2.3439 0.0582 -0.5421
N -0.3886 0.3123 1.2069 -0.2811
C 0.8194 1.0035 1.5715 -0.5242
N 1.4056 2.3310 0.8372 -0.6304
H -1.8194 -0.3466 -0.4888 0.2823
H -0.8947 0.9343 -0.6750 0.4222
H 0.9952 -0.9964 -0.5125 0.1948
H -1.4130 -1.2770 -2.5579 0.3968
H 0.2078 -0.6413 -2.8382 0.3086
H -0.2153 -2.3907 -2.5119 0.3493
H -0.5127 -2.1854 1.0029 0.3754
H -1.1755 0.7040 1.7085 0.2483
H 1.7101 0.3354 1.5271 0.2426
H 0.6636 1.3586 2.6058 0.3534
H 1.9169 2.9700 1.4822 0.2348
H 0.5792 2.8038 0.5719 0.2014